[1]
This record from the Open Molecules 2025 dataset describes C19H20BF15LiN6NaO10S3 as an isolated structure at a distorted geometry. The level of theory is wB97M-V/def2-TZVPD.

## Properties
E_LUMO = -4.19 eV
HOMO = -7.151 eV
Total charge = 0
E = -4703.4212 Eh
2S+1 = 1

XYZ file:
```
76
Properties=species:S:1:pos:R:3:lowdin_charge:R:1
C -4.3424 3.7790 2.7987 -0.071
C -5.1930 3.0830 1.5381 -0.301
N -5.6815 3.8864 0.5371 0.122
C -5.4068 1.4496 1.6560 -0.109
C -4.0265 0.5874 1.2674 0.007
C -3.5987 0.3096 -0.3251 0.114
B -4.6551 1.0251 -1.3886 -0.451
O -4.4341 2.3440 -2.0244 0.069
O -5.9500 0.3438 -1.7453 0.015
C -2.2612 -0.5854 -0.7630 0.078
C -1.8978 -0.8103 -2.3421 -0.149
F -0.8192 -1.7685 -2.6467 0.020
F -3.0965 -1.4123 -3.0472 0.008
C -1.5612 0.5696 -3.1685 -0.091
F -1.4972 1.7957 -2.3197 0.043
F -2.6965 0.8226 -4.1348 0.040
C -0.2096 0.5522 -4.0842 -0.065
F -0.2203 1.8721 -4.8267 0.046
F -0.2377 -0.4690 -5.1991 0.046
C 1.2109 0.5617 -3.2534 -0.131
F 2.0642 1.6716 -3.7556 0.067
F 1.9241 -0.7075 -3.6582 0.040
F 1.0781 0.4987 -1.7825 -0.002
C -1.3655 -1.1640 0.5305 0.002
C -0.0322 -2.0777 0.3090 -0.227
N 0.5421 -2.7616 1.5167 -0.043
C -1.8286 -0.8054 2.0630 -0.111
N -1.1985 -1.1440 3.4256 -0.379
S -2.0984 -0.5555 4.8229 0.926
N -3.4434 0.2775 4.0185 -0.234
C -3.1476 0.0504 2.5310 -0.170
H -5.0296 4.6278 3.2797 0.096
H -4.2259 2.9675 3.6663 0.059
H -3.3074 4.2167 2.4625 0.090
H -6.2062 3.2770 -0.1299 0.042
H -5.6270 1.2437 2.8113 0.117
H -6.3613 1.0510 1.0875 0.134
H -4.9573 2.4406 -2.8807 0.143
H -5.8918 0.1125 -2.7270 0.122
H 0.8658 -1.5264 -0.2358 0.138
H -0.3475 -2.9536 -0.4393 0.141
H -0.2023 -3.2866 2.0649 0.023
H 0.9827 -2.0128 2.0955 0.085
Li 1.6075 2.5650 -1.2606 0.833
C 1.5367 -7.4115 0.8394 -0.053
C 0.2758 -7.5324 1.6801 -0.487
C -0.9746 -7.3719 0.8302 -0.056
O 0.2879 -6.5328 2.6960 -0.075
H 1.5985 -6.4255 0.3652 0.082
H 2.4287 -7.5167 1.4662 0.086
H 1.5652 -8.1773 0.0581 0.089
H 0.2587 -8.5071 2.1798 0.147
H -1.0018 -6.3844 0.3558 0.077
H -1.8740 -7.4489 1.4505 0.083
H -1.0214 -8.1365 0.0487 0.090
H 0.3032 -5.6638 2.2617 0.053
C 4.6029 3.3936 -0.0376 -0.615
F 3.3612 3.8511 0.2970 0.079
F 4.4783 2.0438 -0.2135 0.078
F 4.8778 3.9042 -1.2755 0.106
S 5.8808 3.8201 1.1906 0.600
O 5.4331 3.1699 2.4256 -0.305
O 5.8727 5.2848 1.2323 -0.284
N 7.1048 3.1427 0.4433 -0.300
S 8.4643 3.3253 1.2390 0.605
O 8.5868 2.5839 2.4977 -0.301
O 9.0224 4.6803 1.2701 -0.291
C 9.5345 2.4200 0.0732 -0.610
F 9.5310 2.9749 -1.1760 0.095
F 9.1391 1.1223 -0.0981 0.089
F 10.8397 2.3725 0.4661 0.108
Na 0.0170 -3.5013 3.8998 0.687
N -1.8374 4.6449 -3.2023 -0.663
O -0.6332 4.6410 -2.8971 -0.119
O -2.6774 5.1021 -2.4098 -0.059
O -2.2014 4.1914 -4.2999 -0.072
```


[2]
This record from the Open Molecules 2025 dataset describes C19H20Br2N3OPdS2Se as an isolated structure at a distorted geometry. The level of theory is wB97M-V/def2-TZVPD.

## Properties
E_LUMO = 2.42 eV
Energy relative to the best compared isomer or geometry (same formula, charge and spin) = 11.0 kcal per mole
HOMO = -3.161 eV
Total charge = -1
E = -9449.3712 Eh
2S+1 = 1

XYZ file:
```
49
Properties=species:S:1:pos:R:3:nbo_charge:R:1
Pd -0.3440 -0.0393 -0.1356 0.622
C -2.3807 2.7545 0.0191 -0.659
C -0.9380 3.1357 -0.0659 0.241
C -0.5322 4.4798 -0.0584 -0.254
C 0.7962 4.8025 -0.0408 -0.166
C 1.7619 3.7777 -0.0529 -0.052
C 3.1545 3.9715 0.0386 -0.142
Br 3.8746 5.7399 0.1679 -0.012
C 4.0244 2.9124 0.0459 -0.228
C 3.5371 1.6158 -0.0765 -0.191
Br 4.7655 0.1679 -0.0878 0.033
C 2.1758 1.3127 -0.2343 0.361
O 1.7373 0.1390 -0.4590 -0.689
C 1.2783 2.4468 -0.1416 0.102
N -0.0499 2.1588 -0.1211 -0.437
H -3.0091 3.6199 0.2305 0.200
H -2.5142 2.0039 0.7991 0.265
H -2.7094 2.2974 -0.9161 0.247
H -1.2825 5.2594 -0.0450 0.209
H 1.1126 5.8361 -0.0052 0.221
H 5.0862 3.0857 0.1478 0.230
C -4.2917 -2.5867 -0.1128 -0.637
C -2.8542 -2.1121 -0.1267 -0.228
S -2.6546 -0.3813 -0.2157 -0.245
C -1.8058 -2.9445 -0.0970 -0.210
C -1.9333 -4.4463 -0.0600 -0.638
S -0.1597 -2.3761 -0.1279 -0.138
H -4.9618 -1.7269 -0.1137 0.216
H -4.5082 -3.1809 0.7792 0.200
H -4.5218 -3.1956 -0.9917 0.201
H -2.9729 -4.7694 -0.0061 0.201
H -1.3947 -4.8469 0.8035 0.204
H -1.4776 -4.8802 -0.9552 0.209
C 0.3651 2.5374 4.8286 -0.401
N 0.1666 1.1714 5.2493 -0.379
C -0.0083 0.7128 6.5408 -0.092
C -0.1571 -0.6259 6.4698 -0.078
N -0.0725 -0.9765 5.1369 -0.380
C -0.1913 -2.3028 4.5729 -0.406
C 0.1346 0.1272 4.3729 0.226
Se 0.3032 0.1884 2.5494 -0.278
H 0.3937 3.1812 5.7059 0.195
H -0.4430 2.8436 4.1639 0.225
H 1.2975 2.6202 4.2698 0.233
H -0.0099 1.3743 7.3887 0.218
H -0.3149 -1.3563 7.2431 0.217
H -0.2971 -3.0240 5.3811 0.193
H 0.6910 -2.5323 3.9759 0.238
H -1.0551 -2.3526 3.9093 0.236
```


[3]
This record from the Open Molecules 2025 dataset describes C19H20Cl3GeMnN4 as an isolated structure at a distorted geometry. The level of theory is wB97M-V/def2-TZVPD.

## Properties
E_LUMO (spin up / spin down) = -7.97 / -6.63 eV
Energy relative to the best compared isomer or geometry (same formula, charge and spin) = 3.1 kcal per mole
HOMO (spin up / spin down) = -15.564 / -15.610 eV
Total charge = +2
E = -5563.1476 Eh
2S+1 = 5
<S²> = 6.08

XYZ file:
```
48
Properties=species:S:1:pos:R:3:lowdin_spin:R:1
Mn 0.5997 -0.2137 0.6966 3.900
C -0.3727 0.5000 -1.9587 0.005
C 1.0583 0.1962 -2.3204 0.003
C 2.1250 0.8345 -1.6186 0.005
C 3.2099 1.4090 -2.2885 -0.003
C 4.1919 2.1824 -1.6096 0.009
C 4.0635 2.2279 -0.2381 -0.001
C 3.0355 1.5842 0.3945 0.008
N 2.0476 0.9335 -0.2983 -0.017
N -0.8375 -0.1753 -0.7269 -0.031
C -1.2617 -1.5695 -1.1339 0.004
C -1.3550 -2.4329 0.1135 0.004
C -2.2423 -3.4844 0.2789 -0.002
C -2.3099 -4.0786 1.5182 0.007
C -1.4680 -3.6480 2.5217 -0.002
C -0.5479 -2.6437 2.2884 0.006
N -0.5743 -1.9532 1.1081 -0.024
C -2.1785 0.4752 -0.2375 0.003
C -1.8476 1.5852 0.6729 0.006
C -2.5664 2.7272 0.6221 0.001
C -2.3056 3.6773 1.6318 0.003
C -1.2296 3.4604 2.4433 0.002
C -0.4325 2.3496 2.3227 0.007
N -0.8300 1.3928 1.5124 0.050
H -1.0818 0.1762 -2.7582 -0.001
H -0.5072 1.5654 -1.8236 0.000
H 1.1891 0.4857 -3.2968 0.000
H 1.2687 -0.8836 -2.2865 0.001
H 3.2410 1.3396 -3.3728 0.000
H 5.0688 2.6781 -2.1543 0.000
H 4.7639 2.6988 0.4185 0.000
H 3.0177 1.5590 1.4291 0.001
H -0.5368 -1.9585 -1.8201 0.000
H -2.2245 -1.4874 -1.5359 -0.001
H -2.9307 -3.6708 -0.5020 0.000
H -3.0293 -4.8165 1.7882 0.000
H -1.5792 -4.0916 3.5278 0.000
H 0.0556 -2.1553 3.0189 0.001
H -2.7857 -0.3743 0.1610 0.000
H -2.7074 0.6345 -1.2472 -0.001
H -3.2915 2.9728 -0.0601 0.000
H -2.8350 4.6544 1.7626 0.000
H -0.9916 4.1874 3.2130 0.000
H 0.4326 2.2902 2.9762 0.001
Cl 0.5130 -4.3088 -2.6795 0.001
Ge 2.6596 -3.8719 -2.3564 0.004
Cl 1.8526 -0.4528 2.4739 0.033
Cl 2.4663 -2.5066 -0.5706 0.017
```